(1)
{"formula": "C21H39F2N3O21S2Zn", "method": "the ωB97M-V functional and the def2-TZVPD basis", "homo_ev": -10.091, "e_tot_ev": -145400.7388, "spin_multiplicity": 1, "total_charge": 0, "max_force_ev_per_a": 4.589, "species": ["Zn", "S", "S", "F", "F", "O", "O", "O", "O", "O", "O", "O", "O", "O", "O", "O", "O", "O", "O", "O", "O", "O", "O", "O", "O", "O", "N", "N", "N", "C", "C", "C", "C", "C", "C", "C", "C", "C", "C", "C", "C", "C", "C", "C", "C", "C", "C", "C", "C", "C", "H", "H", "H", "H", "H", "H", "H", "H", "H", "H", "H", "H", "H", "H", "H", "H", "H", "H", "H", "H", "H", "H", "H", "H", "H", "H", "H", "H", "H", "H", "H", "H", "H", "H", "H", "H", "H", "H", "H"], "coordinates": [[-5.0031, 20.0743, 19.4695], [-5.7774, 23.0759, 19.1305], [-7.7999, 21.7530, 18.8783], [-4.4957, 23.0295, 20.0694], [-8.3183, 20.2534, 18.8950], [-11.2567, 19.5280, 19.5681], [-1.1257, 28.2287, 17.6389], [-7.9319, 22.1523, 17.5041], [-6.5205, 16.2865, 20.4668], [-5.0281, 20.6009, 23.6697], [-10.9921, 19.2698, 17.4443], [-4.5856, 20.3045, 21.5034], [-5.2011, 23.2894, 17.8463], [-3.5650, 19.1512, 23.1458], [-8.6592, 22.3392, 19.8668], [-3.3254, 18.7221, 19.1585], [-3.2439, 20.8640, 18.7689], [-2.1252, 27.3228, 19.2992], [-11.3700, 21.3462, 18.2416], [-6.1642, 18.6990, 15.5589], [-5.7061, 19.1740, 17.6678], [-4.6416, 17.5250, 16.5958], [-6.2254, 18.4976, 20.3629], [-6.5190, 24.1436, 19.7438], [-2.2582, 26.3615, 17.2292], [-7.9491, 17.5429, 21.4473], [-6.3379, 21.4839, 19.4349], [-0.8984, 23.2609, 20.8603], [-12.8930, 23.3712, 20.7214], [-6.0068, 21.6105, 23.3589], [-7.0650, 19.7864, 15.4579], [-1.3044, 23.2828, 18.2863], [-2.8955, 26.2962, 19.9270], [-0.5379, 28.2488, 16.3598], [-4.3427, 20.0954, 22.6602], [-11.2334, 24.3338, 18.9400], [-12.1473, 23.8062, 19.9685], [-2.5806, 18.6110, 22.2605], [-4.8561, 16.4473, 15.6658], [-8.6901, 18.7610, 21.6236], [-11.1781, 20.1834, 18.4104], [-1.6274, 19.5355, 17.6314], [-5.4015, 16.0777, 19.6289], [-11.9536, 20.2285, 20.6161], [-2.7997, 19.6908, 18.5624], [-1.0477, 23.2248, 19.7217], [-10.9813, 19.7143, 16.1036], [-5.5388, 18.4687, 16.7022], [-6.8625, 17.5337, 20.7511], [-1.9243, 27.2407, 17.9855], [-2.3414, 23.5661, 18.1353], [-1.3611, 18.4755, 17.6248], [-11.5636, 20.6264, 15.9812], [-4.5959, 16.7784, 19.8536], [-3.8551, 26.6103, 20.3469], [-12.2096, 19.4543, 21.3379], [-6.4220, 21.4894, 22.3576], [-2.2454, 25.9575, 20.7291], [-8.7253, 19.2557, 20.6577], [-1.9460, 19.4196, 21.8943], [-1.0594, 22.3402, 17.8058], [-10.8566, 25.2529, 19.3958], [-10.0116, 19.8560, 15.6269], [-5.8715, 16.0606, 15.6587], [-7.6197, 19.9179, 16.3825], [-8.2239, 19.4284, 22.3477], [-4.1985, 15.6400, 15.9792], [-11.8057, 24.4844, 18.0303], [-1.1757, 28.7495, 15.6265], [-11.2581, 20.9657, 21.0106], [-5.5103, 22.5772, 23.4057], [-4.5184, 16.8069, 14.6965], [-7.7479, 19.6319, 14.6242], [-0.5695, 24.0168, 17.9467], [-6.5328, 20.7039, 15.1992], [-3.2162, 25.5766, 19.1721], [-10.3567, 23.7142, 18.7782], [-5.0252, 15.0758, 19.8265], [-5.5769, 16.1825, 18.5603], [-1.9182, 17.9106, 22.7595], [-1.8300, 19.8827, 16.6182], [-0.3646, 27.2652, 15.9280], [-11.4600, 18.9085, 15.5473], [0.3629, 28.8500, 16.4229], [-9.6867, 18.5165, 21.9709], [-0.6764, 20.0114, 17.8800], [-3.0867, 18.1318, 21.4246], [-6.7818, 21.4550, 24.1024], [-12.8998, 20.6704, 20.3131]], "forces_ev_per_a": [[0.9, -1.2, 0.3], [3.4, 2.1, 1.4], [-4.3, -1.5, 0.2], [-0.4, -0.7, 0.0], [0.5, -0.3, -0.5], [-0.3, -0.2, -0.3], [0.4, 1.1, 0.6], [0.6, -0.1, 1.0], [-0.6, -0.3, 0.2], [0.2, 0.4, -0.1], [0.8, -0.1, 0.4], [0.6, 0.8, -0.8], [-0.7, -0.7, 0.0], [0.9, 0.1, 0.5], [0.6, 0.0, -0.6], [0.1, -0.5, -0.5], [-0.4, 0.0, -0.6], [-0.6, 0.7, -0.3], [0.1, 0.8, -0.1], [0.0, -1.1, -0.7], [0.0, -0.1, 0.4], [-0.1, -0.9, 1.0], [-0.5, 0.2, 0.3], [-0.3, -1.4, -0.7], [-0.5, 0.0, 0.3], [-1.0, -0.5, 0.9], [0.0, 3.8, -0.9], [0.1, -0.1, 0.0], [-0.2, 0.0, 0.3], [0.1, -0.2, -0.2], [-0.5, 1.0, 0.0], [0.9, 0.1, 0.5], [-0.4, -0.4, -0.2], [-0.3, 0.2, -1.2], [-1.3, -1.3, 1.2], [-0.1, 0.3, 1.2], [0.5, -0.4, -0.8], [0.2, 0.2, -0.9], [0.7, 0.1, -0.4], [0.4, 0.7, -0.4], [-0.7, -0.9, -0.1], [0.7, -1.2, -0.2], [1.5, 0.1, 0.0], [0.4, -0.3, 0.3], [0.7, 1.1, 0.6], [-0.4, -0.3, 0.3], [-0.8, 0.0, -0.9], [-0.2, 1.4, -1.1], [1.0, 0.2, -1.1], [0.6, -1.1, -0.3], [0.1, 0.1, -0.3], [-0.2, 0.0, -0.4], [0.0, 0.0, 0.1], [-0.1, 0.1, 0.1], [0.3, 0.8, 0.0], [0.3, 0.1, 0.1], [0.1, -0.2, 0.0], [-0.3, -0.6, -0.1], [-0.3, 0.1, 0.2], [-0.1, 0.0, -0.2], [-0.3, -0.1, 0.1], [-0.1, 0.3, -0.6], [0.3, 0.1, 0.7], [-0.1, 0.4, 0.0], [0.0, 0.1, 0.0], [0.2, -0.2, 0.0], [0.1, 0.1, 0.1], [0.2, 0.2, -0.1], [-0.3, 0.1, 0.2], [-0.4, 0.2, 0.3], [-0.3, 0.1, 0.2], [-0.4, -0.2, -0.2], [0.1, -0.6, 0.1], [-0.5, 0.2, -0.5], [0.2, -0.1, 0.4], [0.6, -0.4, 0.2], [-0.3, -0.4, 0.0], [-0.3, 0.0, 0.1], [-0.6, 0.1, 0.1], [-0.5, 0.0, 0.5], [-0.4, -0.1, 0.1], [0.2, -0.2, 0.5], [-0.1, 0.1, 0.0], [0.2, -0.2, 0.2], [0.1, -0.4, -0.1], [-0.4, 0.5, 0.6], [0.2, 0.0, -0.1], [0.0, 0.4, 0.1], [0.3, 0.2, -0.4]]}

=====

(2)
{"formula": "C21H39FN4O6Si2", "method": "the ωB97M-V functional and the def2-TZVPD basis", "homo_ev": -9.318, "e_tot_ev": -59132.0790, "spin_multiplicity": 1, "total_charge": 0, "max_force_ev_per_a": 1.221, "species": ["Si", "Si", "F", "O", "O", "O", "O", "O", "O", "N", "N", "N", "N", "C", "C", "C", "C", "C", "C", "C", "C", "C", "C", "C", "C", "C", "C", "C", "C", "C", "C", "C", "C", "C", "H", "H", "H", "H", "H", "H", "H", "H", "H", "H", "H", "H", "H", "H", "H", "H", "H", "H", "H", "H", "H", "H", "H", "H", "H", "H", "H", "H", "H", "H", "H", "H", "H", "H", "H", "H", "H", "H", "H"], "coordinates": [[1.3332, 2.8082, -1.2722], [0.3279, 4.2931, 1.0068], [2.6657, 2.2804, 2.9028], [1.9056, -4.7643, -0.0833], [2.4232, 5.2839, 2.4503], [2.6141, 2.5054, 5.1074], [-0.1859, 2.8099, -2.0696], [-1.8071, -4.8628, 0.6238], [1.3368, 4.1221, -0.2860], [1.3551, 1.3893, -0.3315], [4.0427, 2.6841, -1.8759], [1.2524, 3.8500, 3.7797], [-0.7029, 4.7673, -3.4331], [1.4707, 4.5611, 2.5322], [-0.3650, -2.0240, -0.0187], [0.5881, 0.2012, -0.7636], [2.7286, 3.0646, -2.4713], [-3.6666, 4.5490, -0.3125], [3.9699, -3.5068, -0.2822], [-3.1559, 3.2666, 1.6383], [-2.2031, 5.6096, 1.4328], [-1.4832, -6.3800, -1.2337], [2.9165, -4.3396, -0.9963], [-3.9068, 2.2069, 1.1469], [-3.2695, -6.7945, 0.4931], [0.5277, -0.8447, 0.3374], [-0.8179, 5.7428, 0.7686], [-0.4504, 3.8493, -2.7951], [3.5308, -5.5333, -1.7102], [-4.5428, 2.3190, -0.0813], [2.2127, 2.8518, 4.0602], [-4.4160, 3.4927, -0.8121], [-2.4771, -5.7460, -0.2724], [-3.0205, 4.4507, 0.9178], [-3.1652, -5.1088, -0.8305], [-0.1334, -2.4001, -1.0186], [1.5414, -1.1923, 0.5600], [2.7937, 4.1195, -2.7439], [-2.6697, 3.1696, 2.6024], [1.0056, -0.2530, -1.6693], [2.3907, -3.7153, -1.7214], [3.5095, -2.6540, 0.2175], [0.3338, 3.4131, 3.7516], [2.2848, 1.1328, -0.0220], [-0.4270, 0.5307, -0.9918], [-0.3171, 6.6142, 1.2024], [-4.9150, 3.5920, -1.7669], [2.7603, -6.1112, -2.2202], [-0.1957, -2.8573, 0.6579], [0.1599, -0.3480, 1.2393], [-1.1782, -5.3820, 1.1365], [-1.9866, -7.0240, -1.9565], [4.0913, 2.9849, -0.9070], [-5.1395, 1.5020, -0.4637], [-2.5948, -7.4127, 1.0920], [-2.1269, 5.5517, 2.5205], [-3.9782, -6.3191, 1.1711], [-3.8200, -7.4489, -0.1840], [4.4742, -4.1075, 0.4796], [4.7240, -3.1385, -0.9790], [4.1138, 1.6727, -1.8468], [-3.5807, 5.4611, -0.8919], [4.0225, -6.1916, -0.9885], [-0.9427, 5.9489, -0.2961], [2.3220, -5.3252, 0.5803], [-0.9299, -5.6111, -1.7723], [-3.9984, 1.3021, 1.7334], [-2.7569, 6.5246, 1.2118], [-0.4458, 3.0734, 1.2888], [-1.4214, -1.7600, 0.0115], [-0.7575, -6.9836, -0.6818], [2.5898, 2.5073, -3.3978], [4.2733, -5.2181, -2.4442]], "forces_ev_per_a": [[0.3, 0.3, 0.1], [-0.4, 0.3, 0.1], [0.0, 0.1, 0.3], [-0.1, 0.0, 0.0], [0.4, 0.1, -0.1], [-0.1, -0.2, 0.0], [0.1, 0.3, -0.2], [-0.2, 0.0, 0.0], [-0.2, -0.3, 0.1], [-0.2, -0.3, -0.7], [-0.4, -0.2, 0.1], [-0.2, -0.4, -0.8], [-0.2, 0.7, -0.5], [0.0, 0.1, 0.2], [0.3, -0.1, 0.0], [0.0, 0.0, 0.3], [0.3, 0.1, 0.1], [0.1, -0.1, -0.1], [-0.1, 0.1, 0.0], [0.0, 0.0, 0.0], [-0.2, 0.0, -0.2], [0.0, 0.1, 0.0], [0.2, -0.1, 0.0], [0.0, 0.1, 0.0], [0.0, 0.1, 0.1], [-0.1, 0.2, 0.0], [0.1, 0.1, 0.3], [0.1, -1.0, 0.7], [-0.1, 0.0, 0.0], [0.0, 0.0, 0.0], [0.2, 0.4, -0.1], [0.0, 0.0, 0.1], [0.1, -0.2, 0.0], [-0.1, -0.1, 0.0], [0.0, 0.0, 0.0], [0.0, 0.0, 0.0], [0.0, 0.0, 0.0], [-0.1, 0.0, -0.1], [0.0, 0.0, 0.0], [0.0, 0.0, -0.1], [0.0, 0.0, 0.0], [0.0, 0.0, 0.0], [0.0, 0.0, 0.3], [0.0, 0.0, 0.2], [0.0, 0.0, -0.1], [0.0, 0.1, -0.2], [0.0, 0.0, 0.0], [0.0, 0.0, 0.0], [-0.1, 0.0, 0.0], [0.0, -0.1, 0.1], [0.1, 0.0, 0.0], [0.0, 0.0, 0.0], [0.1, 0.2, -0.1], [0.0, 0.0, 0.0], [0.0, 0.0, 0.0], [0.1, 0.0, 0.0], [0.0, 0.0, 0.0], [0.0, 0.0, 0.0], [0.0, 0.0, 0.0], [0.0, 0.0, 0.0], [0.1, 0.0, 0.0], [0.0, 0.0, 0.0], [0.0, 0.0, 0.0], [0.1, -0.1, -0.1], [0.0, 0.0, 0.0], [0.0, 0.0, 0.0], [0.0, 0.0, 0.0], [0.0, 0.1, 0.1], [0.1, -0.2, 0.0], [0.0, 0.0, 0.0], [0.0, 0.0, 0.0], [0.0, 0.0, 0.0], [0.0, 0.0, 0.0]]}

=====

(3)
{"formula": "C21H39FN9O18", "method": "the ωB97M-V functional and the def2-TZVPD basis", "homo_ev": -12.149, "e_tot_ev": -75362.4386, "spin_multiplicity": 1, "total_charge": 1, "max_force_ev_per_a": 1.738, "species": ["F", "O", "O", "O", "O", "O", "O", "O", "O", "O", "O", "O", "O", "O", "O", "O", "O", "O", "O", "N", "N", "N", "N", "N", "N", "N", "N", "N", "C", "C", "C", "C", "C", "C", "C", "C", "C", "C", "C", "C", "C", "C", "C", "C", "C", "C", "C", "C", "C", "H", "H", "H", "H", "H", "H", "H", "H", "H", "H", "H", "H", "H", "H", "H", "H", "H", "H", "H", "H", "H", "H", "H", "H", "H", "H", "H", "H", "H", "H", "H", "H", "H", "H", "H", "H", "H", "H", "H"], "coordinates": [[-0.7135, 2.2415, 1.9564], [-7.4478, -3.4554, 2.3970], [-9.4468, -2.6527, 2.3184], [0.3642, -3.0868, -6.5592], [-1.2198, 7.6355, 4.1787], [-1.6964, -2.4733, 4.3039], [-4.5708, -4.1670, 8.1294], [6.8338, -1.2055, 0.3042], [0.5042, 1.6635, 1.5538], [5.1759, 3.9372, -0.4934], [-5.1609, -3.1348, -0.2257], [1.0438, 3.7132, 0.7765], [-3.0518, -2.9180, -0.6113], [0.8546, 7.2100, 4.5929], [4.4078, 5.8026, -1.2375], [7.8869, -0.6116, -1.5844], [-2.6578, -0.9211, 3.1594], [-6.4448, -3.8298, 7.1169], [2.3770, -2.4624, -6.1162], [-8.4257, -3.0441, 1.8017], [-0.1655, 7.0894, 3.9459], [-4.0002, -3.1862, 0.1046], [0.9182, -0.0153, -3.5626], [1.3845, -3.1371, -5.9129], [4.8626, 5.1122, -0.3609], [-1.7030, -1.4035, 3.7351], [2.9204, 0.5749, -2.5537], [-5.2352, -3.8790, 7.1557], [1.7248, 1.8462, -0.4947], [1.3633, 0.3723, -4.9418], [-4.5093, -3.5559, 5.8960], [-0.6579, -0.8131, -0.0925], [-3.7273, -3.6113, 1.5068], [0.9334, 1.2652, -1.4671], [-0.4325, -0.6264, 3.7386], [1.5707, 0.6153, -2.5419], [-8.3415, -3.0233, 0.3152], [1.0792, 2.5450, 0.6464], [5.0548, 5.7427, 0.9750], [-0.1232, 6.1908, 2.7597], [5.5224, -0.5709, -1.6268], [5.1894, 0.9456, -1.7508], [3.7109, 1.1252, -1.5893], [0.2006, 0.0949, -5.8866], [-0.5744, 1.2995, -1.3786], [3.1207, 1.7817, -0.5397], [-1.1150, -0.1101, -1.1341], [6.8748, -0.7907, -0.9965], [1.4261, -4.0977, -4.7752], [5.4956, 1.3197, -2.7230], [-3.4456, -3.6398, 6.0800], [-9.2727, -2.6363, -0.0809], [1.6096, -3.5238, -3.8715], [4.7738, -0.9975, -0.9613], [3.7548, 2.2255, 0.2071], [7.0908, -2.1362, 0.3371], [-0.2789, -0.8513, -5.6555], [1.5570, 1.4424, -5.0055], [-0.8597, 5.4085, 2.9155], [5.6625, 1.5190, -0.9634], [5.7352, 6.5783, 0.8435], [2.2113, -0.2336, -5.2414], [0.3214, -1.2404, 3.2544], [3.3593, 0.1046, -3.3363], [-4.8336, -4.2657, 5.1412], [0.3871, -0.7701, 0.1990], [-2.6550, -3.6134, 1.6632], [2.2373, -4.7939, -4.9662], [-1.8334, -0.5480, -1.8161], [-4.7788, -2.5427, 5.6144], [-4.2215, -2.9011, 2.1640], [5.4214, -1.0676, -2.5869], [0.4733, -4.6103, -4.7266], [-8.1690, -4.0425, -0.0154], [-0.8925, 1.9036, -0.5393], [-0.0696, 0.1987, -3.5099], [-0.9867, 1.7184, -2.2962], [5.4689, 5.0031, 1.6495], [-0.3709, 6.7871, 1.8868], [-0.5610, 0.8707, -5.8135], [-4.1446, -4.6056, 1.6311], [0.5227, 0.0529, -6.9207], [-7.5055, -2.3855, 0.0507], [-0.5981, 0.2921, 3.1983], [0.8737, 5.7765, 2.6792], [-1.2786, -1.4730, 0.4933], [-0.1655, -0.4299, 4.7727], [4.0820, 6.0862, 1.3139]], "forces_ev_per_a": [[0.2, 0.2, 0.3], [0.0, 0.0, 0.0], [0.0, 0.0, 0.0], [0.0, 0.1, -0.1], [0.0, 0.0, 0.0], [0.0, -0.1, 0.0], [0.0, 0.0, 0.0], [-0.6, -0.2, 0.0], [-0.2, -0.4, -0.6], [0.0, 0.0, 0.1], [0.0, 0.1, -0.2], [-0.1, 0.9, 0.0], [0.0, 0.0, 0.0], [0.0, 0.0, 0.0], [-0.1, 0.0, 0.0], [0.7, 0.1, -0.3], [0.0, 0.0, 0.0], [0.0, 0.0, 0.0], [0.1, 0.1, 0.1], [0.0, 0.0, 0.0], [0.1, 0.0, 0.0], [0.0, -0.1, 0.2], [0.1, 1.3, -0.2], [-0.2, -0.2, 0.0], [0.1, 0.0, 0.0], [0.1, 0.1, 0.0], [-0.3, 0.3, 0.3], [0.0, 0.0, 0.0], [0.5, -0.9, -0.1], [-0.8, -0.5, -0.5], [0.2, 0.0, 0.0], [0.1, -0.2, -0.2], [0.1, 0.0, 0.1], [-0.3, 0.3, 0.3], [0.0, 0.1, 0.0], [0.1, -0.2, 0.2], [-0.2, 0.1, -0.1], [-0.1, 0.1, 0.2], [0.1, -0.1, 0.1], [0.1, -0.1, -0.1], [-0.9, 0.5, 0.8], [-0.4, -0.5, 0.1], [0.2, 0.3, -0.3], [-0.1, -0.1, 0.0], [0.8, -1.2, -0.9], [0.1, -0.3, -0.4], [0.4, -0.1, 0.3], [0.0, -0.3, -0.4], [0.0, -0.1, 0.0], [0.2, 0.2, 0.0], [0.0, 0.0, 0.1], [0.0, 0.0, 0.1], [0.1, 0.0, 0.0], [0.0, -0.2, 0.0], [0.0, 0.1, 0.1], [0.4, 0.1, 0.2], [0.0, -0.2, 0.0], [0.5, 0.0, 0.3], [-0.1, 0.1, 0.0], [0.2, 0.1, -0.1], [-0.1, 0.1, 0.0], [0.2, 0.1, 0.0], [0.0, -0.1, 0.1], [0.1, 0.0, 0.0], [-0.1, 0.1, 0.0], [-0.2, 1.0, 0.8], [0.0, 0.0, 0.0], [0.1, 0.1, 0.0], [-1.0, 0.5, 0.6], [-0.1, 0.0, 0.0], [-0.1, -0.1, 0.0], [0.4, -0.1, -0.1], [0.0, 0.0, -0.1], [0.1, 0.0, 0.0], [-0.1, 0.3, -0.1], [-0.1, -0.4, 0.2], [-0.1, 0.2, 0.0], [0.0, 0.0, 0.0], [-0.1, 0.0, 0.0], [0.0, 0.1, 0.1], [-0.1, 0.0, 0.0], [0.1, 0.0, -0.1], [0.1, -0.1, 0.0], [-0.1, 0.0, 0.0], [0.0, 0.0, 0.0], [0.1, -0.9, -0.8], [0.0, -0.1, 0.0], [0.0, 0.1, -0.1]]}